{
  "formula": "C81H180F2N10O4S2",
  "method": "wB97M-V/def2-TZVPD",
  "species": ["N", "S", "O", "O", "F", "S", "O", "O", "F", "C", "C", "C", "N", "C", "C", "C", "C", "C", "C", "H", "H", "H", "H", "H", "H", "H", "H", "H", "H", "H", "H", "H", "H", "H", "H", "H", "H", "H", "H", "C", "C", "C", "N", "C", "C", "C", "C", "C", "C", "H", "H", "H", "H", "H", "H", "H", "H", "H", "H", "H", "H", "H", "H", "H", "H", "H", "H", "H", "H", "C", "C", "C", "N", "C", "C", "C", "C", "C", "C", "H", "H", "H", "H", "H", "H", "H", "H", "H", "H", "H", "H", "H", "H", "H", "H", "H", "H", "H", "H", "C", "C", "C", "N", "C", "C", "C", "C", "C", "C", "H", "H", "H", "H", "H", "H", "H", "H", "H", "H", "H", "H", "H", "H", "H", "H", "H", "H", "H", "H", "C", "C", "C", "N", "C", "C", "C", "C", "C", "C", "H", "H", "H", "H", "H", "H", "H", "H", "H", "H", "H", "H", "H", "H", "H", "H", "H", "H", "H", "H", "C", "C", "C", "N", "C", "C", "C", "C", "C", "C", "H", "H", "H", "H", "H", "H", "H", "H", "H", "H", "H", "H", "H", "H", "H", "H", "H", "H", "H", "H", "C", "C", "C", "N", "C", "C", "C", "C", "C", "C", "H", "H", "H", "H", "H", "H", "H", "H", "H", "H", "H", "H", "H", "H", "H", "H", "H", "H", "H", "H", "C", "C", "C", "N", "C", "C", "C", "C", "C", "C", "H", "H", "H", "H", "H", "H", "H", "H", "H", "H", "H", "H", "H", "H", "H", "H", "H", "H", "H", "H", "C", "C", "C", "N", "C", "C", "C", "C", "C", "C", "H", "H", "H", "H", "H", "H", "H", "H", "H", "H", "H", "H", "H", "H", "H", "H", "H", "H", "H", "H"],
  "positions_angstrom": [[-0.056, -0.904, -0.923], [-0.759, -1.200, 0.327], [-1.880, -0.315, 0.752], [-0.078, -1.861, 1.463], [-1.601, -2.431, -0.246], [1.060, 0.152, -0.354], [2.053, -0.181, 0.608], [0.576, 1.529, -0.391], [1.935, -0.087, -1.720], [0.521, 0.853, 3.554], [-0.416, 0.703, 4.851], [0.379, 0.169, 6.071], [-0.423, 0.074, 7.431], [-0.494, 1.565, 8.110], [-0.829, 1.353, 9.536], [-0.077, 0.474, 10.383], [0.088, -0.930, 9.753], [0.545, -0.785, 8.309], [-1.866, -0.584, 7.369], [-0.182, 1.127, 2.766], [1.012, -0.060, 3.217], [1.197, 1.708, 3.538], [-1.273, 0.035, 4.768], [-0.785, 1.650, 5.246], [1.425, 0.462, 6.160], [0.431, -0.860, 5.715], [0.519, 1.966, 8.087], [-1.166, 2.210, 7.544], [-0.778, 2.335, 10.006], [-1.872, 1.112, 9.741], [0.846, 1.007, 10.611], [-0.555, 0.559, 11.359], [0.891, -1.340, 10.366], [-0.764, -1.606, 9.820], [1.471, -0.212, 8.363], [0.607, -1.788, 7.885], [-2.129, -1.012, 8.336], [-1.711, -1.392, 6.654], [-2.456, 0.241, 6.971], [6.610, 6.314, 1.961], [5.396, 5.643, 1.237], [5.608, 4.192, 1.593], [4.511, 3.279, 1.044], [4.656, 1.833, 1.648], [5.956, 1.122, 1.147], [5.867, 0.956, -0.271], [5.778, 2.314, -0.961], [4.608, 3.118, -0.551], [3.076, 3.740, 1.446], [6.203, 6.465, 2.960], [6.738, 7.275, 1.462], [7.602, 5.872, 1.864], [5.475, 5.735, 0.153], [4.450, 6.156, 1.410], [5.482, 4.164, 2.675], [6.554, 3.712, 1.345], [4.486, 1.925, 2.720], [3.841, 1.257, 1.209], [6.919, 1.546, 1.434], [5.920, 0.129, 1.594], [6.644, 0.388, -0.782], [4.925, 0.507, -0.585], [6.690, 2.854, -0.707], [5.814, 2.175, -2.042], [4.569, 4.075, -1.071], [3.714, 2.678, -0.993], [2.860, 3.532, 2.494], [2.283, 3.230, 0.900], [2.866, 4.763, 1.132], [3.048, 2.832, -3.760], [2.343, 3.558, -4.932], [1.044, 4.346, -4.713], [0.712, 5.422, -5.746], [-0.083, 4.703, -6.900], [-1.490, 4.381, -6.369], [-2.319, 5.522, -5.757], [-1.438, 6.160, -4.568], [0.005, 6.512, -5.045], [1.904, 6.187, -6.496], [3.668, 3.526, -3.194], [3.773, 2.196, -4.267], [2.576, 2.251, -2.967], [2.050, 2.730, -5.577], [3.031, 4.150, -5.535], [1.009, 4.695, -3.681], [0.139, 3.740, -4.666], [0.532, 3.881, -7.269], [-0.194, 5.321, -7.791], [-1.484, 3.494, -5.736], [-2.105, 3.912, -7.138], [-3.320, 5.147, -5.545], [-2.472, 6.245, -6.557], [-1.297, 5.504, -3.710], [-1.848, 7.075, -4.141], [0.605, 7.088, -4.340], [-0.167, 7.260, -5.820], [2.451, 5.424, -7.050], [2.555, 6.662, -5.762], [1.475, 6.877, -7.222], [-0.283, 4.677, -0.245], [-0.941, 4.789, 1.052], [-2.545, 4.659, 0.951], [-3.264, 4.612, 2.378], [-4.793, 4.601, 2.245], [-5.256, 3.357, 1.425], [-4.842, 2.062, 2.058], [-3.358, 2.052, 2.483], [-2.864, 3.345, 3.138], [-2.934, 5.885, 3.243], [-0.586, 3.725, -0.681], [0.797, 4.820, -0.211], [-0.599, 5.493, -0.895], [-0.480, 5.608, 1.605], [-0.675, 3.929, 1.667], [-2.799, 3.709, 0.481], [-3.093, 5.326, 0.284], [-4.984, 5.543, 1.731], [-5.321, 4.771, 3.183], [-4.999, 3.470, 0.372], [-6.289, 3.566, 1.148], [-5.028, 1.182, 1.442], [-5.558, 2.017, 2.878], [-2.704, 1.931, 1.619], [-3.145, 1.271, 3.213], [-1.791, 3.422, 3.311], [-3.344, 3.377, 4.116], [-1.871, 5.949, 3.477], [-3.584, 5.839, 4.117], [-3.242, 6.756, 2.666], [-6.504, -3.713, -2.565], [-5.482, -2.577, -2.409], [-5.656, -1.424, -3.490], [-4.425, -0.504, -3.500], [-4.105, 0.017, -2.030], [-3.074, 1.204, -2.024], [-3.488, 2.377, -2.943], [-3.578, 1.806, -4.406], [-4.656, 0.646, -4.424], [-3.180, -1.267, -3.991], [-6.456, -4.320, -1.661], [-6.202, -4.479, -3.278], [-7.521, -3.377, -2.764], [-4.509, -3.069, -2.418], [-5.780, -2.222, -1.422], [-6.458, -0.708, -3.311], [-5.753, -1.803, -4.507], [-4.986, 0.578, -1.719], [-3.698, -0.769, -1.394], [-3.000, 1.511, -0.980], [-2.133, 0.745, -2.323], [-4.459, 2.780, -2.656], [-2.740, 3.161, -2.824], [-3.772, 2.676, -5.033], [-2.721, 1.327, -4.879], [-5.610, 1.097, -4.151], [-4.856, 0.184, -5.391], [-3.202, -1.626, -5.020], [-2.926, -2.042, -3.268], [-2.242, -0.716, -4.056], [0.657, 0.161, -4.816], [0.544, 0.194, -6.395], [1.957, -0.076, -7.042], [1.908, -0.757, -8.445], [1.461, -2.305, -8.228], [1.581, -3.021, -9.527], [3.040, -3.115, -9.969], [3.541, -1.694, -10.278], [3.390, -0.760, -9.032], [0.901, -0.089, -9.407], [0.806, -0.896, -4.596], [-0.239, 0.461, -4.273], [1.545, 0.690, -4.469], [0.199, 1.181, -6.705], [-0.306, -0.427, -6.677], [2.615, -0.627, -6.370], [2.392, 0.884, -7.323], [2.054, -2.798, -7.457], [0.402, -2.242, -7.978], [1.279, -4.007, -9.175], [0.899, -2.722, -10.324], [3.680, -3.475, -9.164], [3.241, -3.875, -10.725], [4.552, -1.695, -10.686], [2.914, -1.303, -11.079], [3.950, -1.131, -8.174], [3.570, 0.302, -9.196], [1.118, -0.450, -10.412], [1.303, 0.918, -9.510], [-0.156, -0.166, -9.152], [-7.203, -3.015, 7.280], [-6.614, -2.337, 5.991], [-5.664, -3.286, 5.284], [-5.119, -2.600, 3.904], [-3.896, -3.470, 3.581], [-3.366, -3.253, 2.107], [-4.591, -3.280, 1.166], [-5.556, -2.206, 1.484], [-6.241, -2.458, 2.846], [-4.496, -1.245, 4.250], [-7.722, -2.305, 7.923], [-6.414, -3.325, 7.965], [-7.880, -3.832, 7.029], [-6.184, -1.395, 6.333], [-7.479, -2.091, 5.376], [-6.348, -4.101, 5.046], [-4.852, -3.783, 5.814], [-4.453, -4.407, 3.554], [-3.185, -3.576, 4.401], [-2.805, -4.128, 1.779], [-2.595, -2.488, 2.022], [-5.103, -4.227, 1.336], [-4.097, -3.268, 0.194], [-6.330, -2.270, 0.719], [-5.092, -1.220, 1.475], [-6.707, -3.439, 2.931], [-7.077, -1.827, 3.148], [-3.960, -0.812, 3.405], [-3.775, -1.396, 5.054], [-5.369, -0.660, 4.540], [2.181, -4.755, 7.980], [3.082, -3.602, 7.626], [2.841, -2.847, 6.337], [4.022, -3.011, 5.470], [4.408, -4.462, 5.084], [3.403, -5.265, 4.322], [2.925, -4.623, 2.988], [2.614, -3.111, 3.296], [3.635, -2.335, 4.075], [5.395, -2.283, 5.843], [2.579, -5.268, 8.856], [2.148, -5.485, 7.171], [1.143, -4.433, 8.065], [4.101, -3.988, 7.644], [3.160, -2.899, 8.455], [2.749, -1.769, 6.466], [2.063, -3.431, 5.845], [4.781, -4.936, 5.992], [5.276, -4.380, 4.430], [2.531, -5.578, 4.897], [3.800, -6.265, 4.148], [2.075, -5.144, 2.549], [3.748, -4.849, 2.309], [1.654, -3.018, 3.804], [2.256, -2.747, 2.333], [3.385, -1.301, 4.310], [4.544, -2.427, 3.480], [5.251, -1.302, 6.295], [6.011, -2.371, 4.949], [5.765, -2.836, 6.706], [4.575, -2.958, -0.153], [3.685, -4.099, -0.787], [2.498, -3.467, -1.489], [1.643, -4.459, -2.439], [0.955, -3.551, -3.463], [0.269, -4.355, -4.550], [1.173, -5.294, -5.252], [1.826, -6.231, -4.275], [2.554, -5.506, -3.129], [0.547, -5.058, -1.439], [4.068, -2.426, 0.652], [4.817, -2.165, -0.860], [5.569, -3.234, 0.198], [3.387, -4.865, -0.071], [4.298, -4.635, -1.512], [2.823, -2.671, -2.158], [1.724, -2.983, -0.893], [1.678, -2.934, -3.996], [0.284, -2.921, -2.879], [-0.231, -3.746, -5.303], [-0.547, -4.977, -4.183], [1.933, -4.618, -5.646], [0.789, -5.811, -6.132], [2.506, -6.877, -4.832], [1.229, -7.041, -3.856], [3.394, -4.892, -3.455], [2.905, -6.173, -2.341], [-0.089, -5.896, -1.722], [-0.150, -4.247, -1.228], [1.080, -5.366, -0.539]],
  "atomic_forces_ev_per_a": [[3.78, 2.29, -1.82], [-7.75, -3.97, 8.27], [2.57, -0.81, -1.02], [-0.33, 1.66, -2.20], [-0.11, -0.28, -0.55], [2.55, 2.89, -4.31], [-0.80, -0.52, 0.62], [0.52, -2.12, 0.17], [-0.40, 0.88, 0.62], [-2.10, 0.23, 0.59], [1.80, 1.15, 1.16], [-1.98, -2.24, -0.95], [1.48, 1.03, 0.22], [0.74, -2.27, -0.39], [-3.27, 2.59, 0.24], [1.31, -0.88, 0.90], [0.40, 1.00, 0.95], [-0.94, 0.52, 0.93], [2.76, 0.94, -0.90], [-0.09, -0.26, -0.35], [-0.01, -0.05, 0.33], [0.23, -0.18, 0.76], [0.10, 0.05, -0.73], [-0.27, 0.54, -0.92], [-0.42, 0.76, 0.65], [0.48, -0.61, 0.75], [0.16, -0.17, -0.54], [-0.11, -0.35, 0.01], [0.01, 0.41, -0.17], [-0.51, -0.02, -0.85], [0.88, -0.77, -0.27], [-0.13, -0.93, 0.05], [0.09, -0.71, -0.46], [-0.13, 0.24, 0.32], [0.21, -0.30, -0.57], [0.29, 0.28, -0.49], [-0.09, 0.59, -0.11], [-0.41, -0.03, -0.08], [-0.55, -0.52, 0.31], [-1.62, 1.38, -0.97], [2.45, -0.38, -1.53], [-2.28, -0.16, 0.68], [-1.75, -1.54, -0.97], [0.74, 0.79, -1.22], [-0.63, -0.32, 2.93], [-0.86, 0.48, -3.90], [1.85, -0.06, 0.24], [-1.01, 0.65, 0.55], [0.38, -0.12, -0.96], [1.01, 0.15, 0.29], [-0.02, 0.31, 0.48], [-0.40, -0.63, 0.31], [0.44, 0.15, -0.24], [0.07, -0.47, 0.95], [0.13, -0.52, 0.19], [-0.06, 0.62, -0.25], [0.44, 0.06, -0.04], [-0.17, 0.13, 0.14], [-0.20, 0.30, 0.29], [0.09, -0.05, 0.43], [0.25, -0.07, 0.53], [-0.25, -0.73, 0.34], [0.20, 0.21, -0.21], [-0.27, 0.23, -0.05], [0.50, 0.51, 0.78], [-0.51, -0.54, 1.06], [0.59, 0.43, 0.07], [0.54, -0.86, -0.33], [0.70, 0.19, 0.56], [1.22, 1.13, -0.11], [-1.30, -1.13, -0.50], [0.28, -0.18, 0.79], [1.77, 0.18, -1.14], [-1.11, 1.02, 1.02], [-0.56, -1.44, -0.44], [2.21, 0.43, 0.44], [0.15, -0.49, -0.46], [-2.86, 1.40, -1.52], [-0.35, -1.74, 0.64], [0.05, 0.33, -0.09], [0.05, -0.27, 0.22], [-0.98, -0.05, -0.61], [0.06, -0.01, -0.49], [0.31, -0.08, 0.53], [0.41, 1.16, -0.19], [0.31, -0.45, -0.49], [-0.09, -0.29, 0.62], [0.25, 0.73, 0.40], [0.41, 0.13, 0.81], [0.22, 0.48, -0.84], [0.19, 0.14, 0.66], [0.07, 0.40, 0.20], [-0.53, -0.51, 0.02], [-0.17, 0.04, -0.31], [0.31, -0.87, 0.33], [0.02, 0.12, -0.22], [0.07, 0.14, 0.05], [-0.23, 0.05, -0.06], [-0.18, 0.02, 0.42], [-0.08, 0.18, -1.93], [-1.78, -0.45, 2.15], [0.54, -0.12, 1.26], [0.38, 0.57, 0.51], [0.45, 0.06, -1.88], [0.03, 2.22, -1.20], [-0.40, 0.03, 0.56], [0.43, 0.97, -0.35], [-0.74, 0.61, 0.31], [-0.49, -0.86, -1.04], [0.50, -0.01, -0.43], [0.01, -0.50, 0.23], [-0.25, 0.00, -0.22], [-0.94, 0.58, 0.05], [0.19, -0.30, -0.02], [0.44, -0.27, 0.30], [0.27, 0.86, 0.56], [-0.28, -0.18, -0.45], [0.54, -0.68, 0.44], [1.37, -0.02, -0.13], [-0.77, -0.75, 1.29], [-0.07, 0.13, -0.18], [0.44, -0.60, 0.65], [-0.19, -0.69, -0.16], [0.03, -0.18, -0.23], [-0.04, -0.38, -0.17], [-0.05, 0.62, 0.09], [-0.22, -0.25, 0.04], [0.36, -0.12, 0.10], [0.13, -0.08, -0.11], [0.38, -0.81, -0.36], [-1.72, 0.37, -0.76], [1.23, -0.53, 0.94], [2.67, -0.11, 0.98], [0.41, 2.04, -1.51], [-0.64, -0.97, -0.57], [1.07, -1.95, -0.48], [-0.71, -0.69, 0.74], [-0.81, 1.63, -0.35], [0.52, -0.04, 0.42], [-0.42, 0.31, 0.36], [-0.15, 0.41, -0.64], [0.08, -0.09, 0.10], [0.16, 0.55, 0.08], [0.85, 0.66, 0.00], [-0.31, -0.51, 0.30], [0.01, -0.14, 0.05], [-0.64, -1.13, 0.32], [-0.71, -0.17, -0.18], [0.11, -0.10, 0.07], [0.42, 0.56, 0.06], [-0.08, 0.01, -0.07], [-0.04, 0.13, -0.32], [-0.85, -0.51, -0.43], [0.81, 0.41, 0.70], [-0.13, -0.11, 0.24], [0.40, 0.24, -0.22], [-1.16, -0.35, 0.15], [-0.49, -0.23, -0.28], [-0.44, 1.02, 0.58], [0.34, -0.86, -1.47], [0.37, 0.75, 1.04], [-1.64, 0.26, -1.76], [-0.52, -2.23, 1.19], [-0.46, 2.60, -1.18], [0.82, -1.75, 0.35], [0.60, 0.59, 0.44], [-0.86, 0.20, 0.02], [-1.39, -0.61, -0.02], [2.29, 0.22, -0.09], [0.13, -0.06, 0.39], [0.02, 0.35, -0.22], [-0.22, 0.14, 0.10], [0.20, 0.21, -0.08], [0.48, -0.60, -0.27], [-0.01, -0.17, -0.32], [0.24, 0.11, 0.59], [0.18, 0.51, 0.07], [0.10, 0.06, 0.46], [-0.28, -0.48, -0.63], [0.02, 0.15, 0.17], [-0.20, -0.17, 0.54], [-0.35, 0.52, -0.52], [0.12, 0.22, 0.41], [0.12, 0.22, -0.17], [0.30, 0.09, -0.16], [0.38, -0.15, -0.24], [-0.42, -0.55, 0.22], [-0.63, 0.43, 0.41], [0.38, -0.09, 0.28], [0.49, 0.39, -0.10], [-0.29, -0.03, 1.91], [-1.52, 1.08, -1.26], [1.75, 0.91, 2.74], [-1.77, -1.47, -2.77], [-0.37, -1.12, 1.51], [2.13, -0.14, 0.84], [-1.60, 0.48, 0.10], [1.44, -1.65, 0.13], [-1.41, -0.61, -0.05], [-0.39, 0.19, -0.54], [0.20, -0.54, -0.31], [0.16, -0.04, 0.17], [0.28, -0.02, -0.17], [0.17, -0.04, -0.32], [0.36, -0.28, -0.89], [0.27, 0.83, 0.11], [0.72, -0.71, -0.15], [-0.16, 0.80, -0.01], [0.14, -0.38, 0.65], [-0.75, 0.65, -0.09], [0.19, -0.27, -0.37], [-0.85, 0.21, -0.43], [-0.31, 0.52, 0.10], [-0.08, 0.13, -0.15], [0.06, -0.28, -0.70], [0.75, 0.75, 0.22], [-0.27, -0.26, -0.19], [-0.32, 0.04, 0.14], [0.58, 0.55, 0.16], [-0.37, -0.16, -0.73], [1.18, 0.54, 1.50], [1.01, -1.50, 0.74], [1.49, 1.08, -3.99], [0.62, 0.43, 0.43], [-1.87, -1.00, -0.28], [1.05, 0.28, 1.92], [-1.81, -1.42, -0.80], [1.20, -1.09, 0.11], [-1.79, -1.47, 1.25], [-0.48, 0.12, 0.11], [0.22, -0.17, -0.08], [-0.06, -0.04, 0.60], [0.11, -0.06, -0.22], [-0.40, 0.13, 0.18], [-0.65, -0.17, -0.12], [-0.47, 0.93, -0.31], [-0.29, -0.15, -0.07], [0.17, 0.40, 0.11], [-0.21, 0.57, 0.45], [0.64, 0.14, -0.18], [-0.21, 0.17, 0.37], [0.15, 0.93, -0.40], [-0.19, -0.57, 0.42], [0.89, 1.14, -0.13], [-0.04, -0.07, -0.18], [0.28, 0.58, 0.25], [-0.38, 0.29, -0.83], [0.03, 0.29, 0.47], [0.46, -0.35, -0.39], [-0.42, 0.04, -0.18], [0.75, 0.69, 0.25], [-0.74, -0.55, -1.48], [-0.57, 0.30, 1.43], [-0.11, -0.90, -0.14], [-2.26, -0.68, 0.08], [1.34, 0.36, -0.24], [0.94, -0.91, 0.43], [-0.74, 0.51, 0.02], [0.78, 0.53, -0.51], [-0.20, -0.22, 0.19], [-0.30, -0.12, -0.51], [-0.26, -0.71, 0.10], [-0.05, 0.23, 0.28], [0.05, 0.18, -0.04], [0.28, -0.20, -0.18], [0.18, -0.31, 0.50], [0.49, 0.02, 0.55], [0.01, 0.11, -0.15], [0.14, 0.67, 0.21], [-0.28, 0.18, 0.60], [0.73, -0.25, -0.36], [-0.48, 0.00, 0.33], [0.73, 0.35, 0.13], [-0.89, 0.45, 0.11], [0.07, -0.18, -0.31], [-0.10, -0.06, -0.16], [0.64, -0.11, -0.96], [0.33, 0.16, 0.14], [0.06, 0.18, -0.11]],
  "e_lumo_ev": -13.744,
  "largest_force_ev_per_a": 12.01,
  "total_energy_ha": -5035.2583,
  "total_charge": 8,
  "spin_multiplicity": 1
}